Entry 1:
C18H14BrN3O6SeV | ωB97M-V/def2-TZVPD

```
44
Properties=species:S:1:pos:R:3:mulliken_charge:R:1
V -0.9203 -0.1071 -0.3266 1.55
Br 1.3216 1.8585 4.0896 -0.12
C 0.8518 0.0282 4.0729 0.17
C 0.8928 -0.6968 5.2652 -0.39
C 0.5389 -2.0306 5.2257 -0.43
C 0.1561 -2.5943 4.0134 -0.63
C 0.1595 -1.7713 2.9049 0.64
N 0.5020 -0.4819 2.9189 -0.22
C -0.2556 -2.3331 1.5958 0.10
O -0.5905 -3.4312 1.3257 -0.47
O -0.2128 -1.3530 0.5764 -0.42
H 1.1935 -0.2164 6.1844 0.41
H 0.5571 -2.6269 6.1275 0.45
H -0.1368 -3.6304 3.9240 0.46
C -0.4104 -2.0169 -2.4586 -0.82
N -0.3704 -0.5816 -2.0526 0.02
C 0.0030 0.3653 -2.9373 -0.07
C 0.1660 1.5939 -2.3752 0.21
C 0.4636 2.9214 -2.7816 -0.93
C 0.3435 3.7008 -1.6613 -0.61
C -0.0433 2.8500 -0.5873 -0.12
N -0.1263 1.5962 -1.0029 0.37
C -1.0978 -2.1822 -3.7850 0.15
C -0.3554 -2.4536 -4.9289 -0.29
C -0.9896 -2.5834 -6.1570 -0.65
C -2.3658 -2.4341 -6.2431 -0.40
C -3.1101 -2.1603 -5.1027 -0.74
C -2.4792 -2.0353 -3.8756 -0.18
H -0.9315 -2.5648 -1.6759 0.33
H 0.6187 -2.3806 -2.4916 0.49
H 0.1568 0.1187 -3.9811 0.56
H 0.7264 3.2345 -3.7790 0.48
H 0.4949 4.7644 -1.5837 0.46
H -0.2636 3.1152 0.4357 0.50
H 0.7190 -2.5844 -4.8587 0.40
H -0.4103 -2.8074 -7.0426 0.41
H -2.8613 -2.5383 -7.1990 0.40
H -4.1843 -2.0526 -5.1694 0.41
H -3.0602 -1.8276 -2.9839 0.44
O -2.6580 -0.3146 -0.6000 -0.48
Se -3.2437 0.8650 0.6353 1.28
O -4.0436 0.1008 1.7636 -0.55
O -1.5708 1.0485 1.0260 -0.60
O -3.7872 2.1341 -0.1396 -0.55
```

Summary:
Net charge: +1
HOMO-LUMO gap (alpha / beta) in Eh: 0.21888 / 0.21895
Largest force on an atom in eV Å⁻¹: 0.4
ΔE to the lowest compared entry with this formula, charge and spin in eV: 0.000
HOMO energy (alpha / beta) in eV: -12.347 / -12.347
E_tot in eV: -196715.72811


Entry 2:
C18H14BrN4O2PdSbSe4 | ωB97M-V/def2-TZVPD

```
45
Properties=species:S:1:pos:R:3:mulliken_charge:R:1
Pd -1.2249 -1.0884 0.2476 0.68
O -2.0220 2.0347 -0.4664 -0.81
C -0.8297 1.8044 0.0515 0.36
N 0.1712 1.3604 -0.6110 -0.19
C 0.0702 1.2216 -1.9946 -0.01
O 0.5653 2.0400 -2.7306 -0.63
C -0.6014 0.0119 -2.6108 0.46
C -0.6654 -0.0110 -3.9956 -0.83
C -1.2971 -1.0627 -4.6320 -0.32
C -1.8508 -2.0683 -3.8633 -0.91
C -1.7544 -1.9772 -2.4891 -0.55
N -1.1364 -0.9647 -1.8675 0.83
C -0.6276 2.1498 1.4968 0.77
C -1.3603 3.1616 2.0875 -0.78
C -1.1205 3.4496 3.4236 -0.55
C -0.1793 2.7102 4.1112 -0.73
C 0.5025 1.7097 3.4264 -0.23
N 0.2961 1.4360 2.1471 0.02
H -0.2226 0.8121 -4.5351 0.56
H -1.3662 -1.0894 -5.7113 0.43
H -2.3674 -2.9058 -4.3098 0.42
H -2.1871 -2.7262 -1.8431 0.51
H -2.1054 3.6968 1.5190 0.67
H -1.6782 4.2346 3.9172 0.44
H 0.0273 2.8927 5.1568 0.40
H 1.2459 1.1045 3.9349 0.43
C 4.2663 -0.0212 0.8458 -1.46
C 3.2313 -1.0800 0.5981 0.24
C 3.5612 -2.4107 0.3734 -0.38
C 2.5605 -3.3495 0.1826 -0.66
C 1.2514 -2.9111 0.2110 0.01
Br -0.1350 -4.1819 -0.0069 -0.14
N 0.9073 -1.6430 0.3975 0.36
C 1.8847 -0.7477 0.5983 -0.48
H 5.2192 -0.2951 0.3945 0.42
H 4.4304 0.1131 1.9167 0.29
H 3.9491 0.9364 0.4355 0.36
H 4.5994 -2.7189 0.3482 0.42
H 2.7793 -4.3929 0.0150 0.43
H 1.5514 0.2669 0.7631 0.62
Se -1.9734 -1.3288 2.4942 -0.22
Sb -3.7008 0.8975 0.0192 1.16
Se -3.5357 -1.6025 0.8376 -0.36
Se -4.5358 0.4529 -2.1531 -0.52
Se -4.5926 2.0796 1.8697 -0.50
```

Summary:
HOMO-LUMO gap in Eh: 0.24127
Largest force on an atom in eV Å⁻¹: 1.3
ΔE to the lowest compared entry with this formula, charge and spin in eV: 0.520
HOMO energy in eV: -7.855
E_tot in eV: -370395.76185


Entry 3:
C18H14CdN3O6S | ωB97M-V/def2-TZVPD

```
43
Properties=species:S:1:pos:R:3:mulliken_charge:R:1
Cd 0.9411 -1.0375 -0.4814 1.15
O -0.1792 3.8635 -1.1311 -0.50
C 0.5157 2.7047 -1.2024 0.14
O 0.5957 2.0737 -2.2184 -0.52
C 1.1801 2.3521 0.0831 0.46
C 1.0849 3.1593 1.2040 -0.26
C 1.7398 2.7559 2.3616 -0.50
C 2.5236 1.6218 2.3288 -0.42
C 2.5695 0.8743 1.1546 0.75
N 1.8748 1.2093 0.0747 -0.66
C 3.4961 -0.3485 1.0118 0.27
O 4.4394 -0.3968 1.7993 -0.72
O 3.2139 -1.1285 0.0572 -0.91
H -0.5887 3.9996 -1.9938 0.35
H 0.5048 4.0700 1.1695 0.50
H 1.6417 3.3317 3.2733 0.42
H 3.0985 1.2884 3.1806 0.47
N 1.5300 -3.4421 -0.2003 -0.47
C 0.7965 -3.9256 0.9753 -0.44
C 0.5363 -2.8045 2.0249 0.40
O 0.3452 -3.1837 3.1799 -0.76
O 0.5089 -1.6054 1.5995 -0.71
H 1.6749 -4.1865 -0.8687 0.19
H 2.4483 -3.1116 0.0942 0.24
H 1.3079 -4.7342 1.5029 0.33
H -0.1840 -4.2915 0.6599 0.29
S -2.6461 -0.5801 -3.4860 -0.27
C -1.4639 -1.5861 -4.2033 -0.44
C -0.3898 -1.7711 -3.3889 -0.23
C -0.4635 -1.0878 -2.1373 -0.26
C -1.6558 -0.4212 -2.0375 0.22
C -2.1956 0.2836 -0.8834 0.96
C -3.3901 1.0187 -0.9243 -0.99
C -3.8711 1.5908 0.2366 -0.40
C -3.1734 1.4073 1.4239 -1.01
C -1.9992 0.6737 1.3765 -0.20
N -1.5134 0.1499 0.2601 0.09
H -1.6473 -1.9899 -5.1883 0.42
H 0.4510 -2.3873 -3.6813 0.36
H -3.9260 1.1215 -1.8588 0.33
H -4.7877 2.1682 0.2241 0.41
H -3.5313 1.8171 2.3588 0.40
H -1.4123 0.4848 2.2700 0.53
```

Summary:
Net charge: -1
HOMO-LUMO gap in Eh: 0.28754
Largest force on an atom in eV Å⁻¹: 0.7
ΔE to the lowest compared entry with this formula, charge and spin in eV: 0.277
HOMO energy in eV: -5.384
E_tot in eV: -51052.16760